1.
DFT (ωB97M-V with the def2-TZVPD basis set) results for a structure of composition C24H32Br2N4OPPd.

The value obtained for the energy above the lowest of the compared OMol25 structures with the same formula, charge and spin is 0.420 eV. Its multiplicity is 5. The calculation puts the frontier orbital gap (spin up / spin down) at 6.53 / 3.31 eV. The net charge is +3. The expectation value of S² is 6.027. For the total energy, the calculation gives -6844.25668 Ha.

Geometry as XYZ:
```
65
Properties=species:S:1:pos:R:3:forces:R:3
Pd 0.23163 0.52850 -0.10454 0.1 -0.2 -0.1
Br 1.86000 -0.71797 -5.24491 0.1 0.0 0.0
Br -3.43412 -1.52658 -6.60344 0.0 0.0 0.0
P 0.42056 -1.80043 0.54252 -0.1 0.0 0.0
O 0.66828 -0.06603 -2.48856 0.0 0.1 0.1
N -0.12699 2.75117 -0.27793 0.0 0.1 -0.1
N -1.94620 -0.03488 -1.74003 0.0 0.0 0.0
N 0.55908 1.34745 1.98263 -0.1 0.1 0.0
N 2.28707 1.23153 -0.26859 0.1 0.0 0.0
C 2.27042 2.58048 -0.87863 0.0 0.0 0.0
C -4.27079 -0.39696 -2.26108 0.0 0.0 0.0
C -0.87847 -1.04295 -5.64122 0.1 0.0 0.1
C 1.48876 -2.84008 -0.49047 0.0 0.0 0.0
C 2.38253 -2.26465 2.48039 0.0 0.0 0.0
C 0.14137 -0.70164 -4.68732 -0.1 0.0 0.0
C -0.18967 -0.35382 -3.32318 -0.1 0.0 -0.1
C 1.04776 -1.94608 2.23047 0.0 0.1 0.0
C -0.32066 2.52678 2.20328 0.0 0.0 0.0
C 1.17520 3.46368 -0.30159 0.0 0.0 0.0
C -1.16897 -2.68538 0.54079 0.0 -0.1 0.0
C -1.63726 -0.36261 -2.99471 0.0 -0.1 -0.1
C 0.20318 -1.65057 3.30579 0.0 0.0 0.0
C -3.55356 0.29595 0.04282 0.0 0.0 0.0
C -3.22397 -0.05396 -1.36234 0.0 0.0 0.0
C -3.97792 -0.72338 -3.54521 0.0 0.0 0.0
C 2.86220 -2.29402 3.78322 0.0 0.0 0.0
C -0.94953 3.06787 0.90779 0.0 0.0 0.0
C 2.01868 -1.99682 4.84434 0.0 0.0 0.0
C 0.68681 -1.67837 4.60549 0.0 0.0 0.0
C -2.61935 -0.72262 -3.96763 -0.1 0.0 0.1
C 2.89999 1.08840 1.06859 0.0 0.0 0.0
C 2.01335 1.62594 2.18396 0.0 0.0 0.1
C -2.23276 -1.05769 -5.28700 0.0 0.0 0.0
H -1.12501 2.24986 2.88407 0.0 0.0 0.0
H 3.24246 3.06798 -0.76324 0.0 0.0 0.0
H 3.87262 1.58686 1.10832 0.0 0.0 0.0
H -0.84584 -1.42624 3.14202 0.0 0.0 0.0
H 2.39346 -2.02806 5.85839 0.0 0.0 0.0
H 0.02195 -1.46939 5.43282 0.0 0.0 0.0
H 2.14644 2.69920 2.29695 0.0 0.0 0.0
H 0.24880 3.30600 2.70928 0.0 0.0 0.0
H -4.07785 1.25681 0.06731 0.0 0.0 0.0
H -1.90593 -2.16720 1.15269 0.0 0.0 0.0
H 3.06910 0.02182 1.21695 0.0 0.0 0.0
H -5.29293 -0.39536 -1.90609 0.0 0.0 0.0
H -2.65330 0.36062 0.65236 0.0 0.0 0.0
H 1.03638 -2.93045 -1.47833 0.0 0.0 0.0
H -0.65565 3.00951 -1.10429 0.0 0.0 0.0
H 2.76814 0.60839 -0.90897 0.0 0.0 0.0
H 1.58867 -3.83432 -0.05367 0.0 0.0 0.0
H 1.41677 3.77466 0.71156 0.0 0.0 0.0
H 0.30044 0.61440 2.63577 0.0 0.0 0.0
H -1.54440 -2.74349 -0.48151 0.0 0.0 0.0
H -1.11204 4.14443 1.00775 0.0 0.0 0.0
H -0.58669 -1.29428 -6.65439 0.0 0.0 0.0
H 3.89278 -2.56419 3.97023 0.0 0.0 0.0
H -1.92479 2.60858 0.74337 0.0 0.0 0.0
H 2.47759 -2.39829 -0.60756 0.0 0.0 0.0
H 2.34186 1.17755 3.12311 0.0 0.0 0.0
H 3.05372 -2.52160 1.66954 0.0 0.0 0.0
H 1.10741 4.38019 -0.88973 0.0 0.0 0.0
H -4.24078 -0.43605 0.47144 0.0 0.0 0.0
H -1.03906 -3.69579 0.93060 0.0 0.0 0.0
H 2.09911 2.43430 -1.94628 0.0 0.0 0.0
H -4.76008 -0.98669 -4.24417 0.0 0.0 0.0
```
Positions in Å, forces in eV/Å.

2.
DFT (ωB97M-V with the def2-TZVPD basis set) results for a structure of composition C24H32CsN6O4S4 in a non-equilibrium geometry.

The value obtained for the energy above the lowest of the compared OMol25 structures with the same formula, charge and spin is 0.354 eV. The calculation puts the frontier orbital gap at 6.30 eV. The net charge is -1. For the total energy, the calculation gives -3176.20164 Ha.

Geometry as XYZ:
```
71
Properties=species:S:1:pos:R:3:forces:R:3
Cs -0.58884 2.05834 -0.30384 1.3 -1.1 0.0
S -1.82163 4.10477 1.87273 0.1 -0.1 0.5
S -3.09232 4.31222 -1.12068 0.4 -0.1 -0.3
S 7.69446 -4.81836 2.15062 0.1 0.2 0.0
S -2.57709 -0.85722 -1.18079 -0.1 0.0 0.0
O 7.61369 -6.02938 1.35256 -0.1 0.0 0.0
O 8.01625 -3.61846 1.40083 0.0 -0.1 0.1
O -2.32786 3.24006 -1.89200 -1.1 1.0 -0.4
O 8.38818 -4.96097 3.41756 0.0 0.0 -0.1
N 1.91236 -0.33644 0.34613 0.0 0.1 0.1
N -0.15744 2.08830 2.55965 -0.1 0.0 0.2
N -1.04053 0.90754 -3.47829 -0.1 0.1 0.2
N 5.25120 -3.62093 2.07453 0.0 0.0 0.0
N 0.38889 -1.24600 -2.24953 -0.1 0.0 0.1
N 5.50113 -5.39266 3.61284 0.0 -0.1 0.1
C 3.98455 -3.46378 2.44973 -0.1 0.0 0.0
C -1.82915 -2.32518 -1.92192 0.0 -0.3 -0.1
C 5.96085 -4.56811 2.66798 0.1 -0.2 0.0
C -2.28118 0.25097 -3.80226 0.0 -0.1 -0.2
C 1.25584 -1.20127 1.11841 -0.1 0.0 0.1
C -0.71324 3.57485 4.33626 0.0 0.1 0.0
C 0.49181 -1.02883 -3.66505 0.2 -0.1 -0.1
C 3.93940 -1.48027 0.94488 -0.1 0.1 0.0
C 0.60976 1.41063 3.41137 0.1 0.1 0.3
C -3.22010 0.03516 -2.61637 -0.1 0.1 -0.2
C 0.17313 0.40712 -4.07724 0.0 0.1 -0.2
C 3.24278 -2.38166 1.74339 0.0 0.0 0.0
C -4.42847 3.43487 -0.28378 0.0 0.1 0.1
C 3.41320 -4.25690 3.43267 0.2 0.0 0.0
C 0.07812 2.86372 5.20535 0.0 0.0 0.0
C 1.86269 -2.22076 1.83106 0.0 0.0 0.0
C -0.82465 3.17233 2.99133 -0.3 0.3 -0.2
C 0.76921 1.74458 4.74160 0.0 0.0 0.0
C 4.24400 -5.22656 3.98045 -0.1 0.1 0.0
C -4.23662 5.05480 -2.33516 -0.1 -0.1 -0.2
C -5.54993 3.27678 -1.29889 -0.1 -0.2 0.1
C 3.23550 -0.48509 0.28538 0.2 -0.1 0.0
C -0.30899 -2.40862 -1.78121 0.1 -0.2 0.0
C -5.66303 4.63467 -1.98144 0.0 0.1 0.0
H 0.98549 1.06316 -3.75071 0.0 -0.1 0.0
H 3.77292 0.22455 -0.33501 0.0 0.0 0.0
H 2.39583 -4.14406 3.77713 0.0 0.0 0.0
H -5.29065 2.50454 -2.02727 0.0 0.0 0.0
H 0.00343 -3.34199 -2.28696 0.0 0.1 0.0
H -2.85921 0.79569 -4.56608 0.0 0.0 0.1
H 1.20111 -1.01271 -1.70319 0.0 0.0 0.0
H -3.50776 1.00998 -2.21820 0.0 0.0 0.0
H 0.15954 3.18042 6.23854 0.0 0.0 0.0
H -6.47729 2.96848 -0.81395 0.0 0.0 0.0
H 1.48772 -1.26572 -4.07208 0.0 0.0 0.1
H -1.26177 4.45058 4.65494 0.0 0.0 0.0
H 1.41153 1.15286 5.37871 0.0 0.0 0.0
H -0.05799 -2.55174 -0.72930 0.0 0.1 0.0
H -2.05899 -0.71248 -4.26565 0.0 0.0 0.0
H -0.18654 -1.72317 -4.16983 0.0 0.1 0.0
H -6.29272 4.61948 -2.87233 0.0 -0.1 0.0
H 1.24466 -2.88014 2.42553 0.0 0.0 0.0
H 0.17965 -1.06999 1.18043 0.0 0.0 0.0
H -2.26084 -3.22020 -1.46699 0.0 0.1 0.1
H -3.90282 4.62294 -3.28004 0.0 0.0 0.0
H -4.08597 6.13131 -2.37354 0.0 0.0 0.1
H -3.97996 2.52566 0.11132 -0.1 -0.1 0.0
H -1.11742 1.91148 -3.51686 -0.1 0.1 0.0
H -6.10199 5.35756 -1.28912 0.0 0.0 0.0
H 1.13239 0.55379 2.99997 0.0 0.0 0.0
H -2.11655 -2.37104 -2.97335 0.0 0.1 0.0
H 0.17932 0.43605 -5.18357 0.0 0.0 0.1
H 3.87100 -5.89205 4.75381 0.0 0.0 0.0
H -4.13198 -0.44453 -2.98546 0.0 -0.1 0.1
H -4.71184 4.04258 0.57804 0.0 0.0 0.0
H 5.01173 -1.56550 0.84219 0.0 -0.1 0.0
```
Positions in Å, forces in eV/Å.

3.
DFT (ωB97M-V with the def2-TZVPD basis set) results for a structure of composition C24H32CuIN7O3P in a non-equilibrium geometry.

The calculation puts the frontier orbital gap at 8.36 eV. For the total energy, the calculation gives -3822.42026 Ha.

Geometry as XYZ:
```
69
Properties=species:S:1:pos:R:3:forces:R:3
I -3.23645 6.88220 -2.29898 0.1 -0.2 0.1
Cu 0.09124 2.11168 -0.16916 -0.4 0.0 0.0
P 2.72793 1.28952 -0.32435 1.2 -0.7 -0.3
O 1.99686 2.59741 -0.26886 0.1 0.1 0.0
O -0.24894 -0.77707 1.49007 -0.1 -0.1 0.0
O -2.56203 1.47751 -1.70797 0.0 -0.1 0.0
N -0.73883 4.06017 -0.32896 -0.1 -0.2 0.0
N -1.46384 4.53431 0.69021 -0.1 0.2 0.0
N 2.22805 0.23698 -1.51742 -0.2 0.4 0.4
N 4.35829 1.50934 -0.66971 -0.4 0.1 0.0
N -2.86059 -0.61369 -0.79832 0.0 -0.1 0.1
N 2.76148 0.54509 1.13982 -0.1 0.1 -0.1
N -1.11797 0.61755 -0.10991 -0.1 0.1 0.1
C -1.68901 -2.74697 -0.40911 0.0 0.0 0.0
C -2.35312 5.46727 0.29943 0.1 0.0 -0.1
C -4.90479 -2.45123 3.46610 0.0 0.0 0.0
C -2.24512 -1.45175 0.20234 0.1 0.0 0.0
C 4.95947 1.33656 -1.97699 0.0 0.0 0.0
C 2.24799 1.17238 2.34737 -0.1 0.0 -0.1
C 1.76051 0.87126 -2.75042 0.1 -0.1 0.0
C -1.17526 4.69063 -1.40499 0.0 0.1 0.1
C 3.53657 -0.66401 1.34495 0.0 0.1 0.1
C -0.70990 -5.10264 -1.55897 0.0 0.0 0.0
C -1.77635 -4.43289 -2.13645 0.0 -0.1 -0.1
C -5.41634 -2.09223 2.23044 -0.1 0.0 0.0
C -3.18166 -1.78713 1.36459 0.0 0.1 0.0
C 5.00548 2.52515 0.14931 0.1 -0.1 0.0
C -3.53060 -2.48156 3.65029 0.0 0.0 0.0
C -2.19003 5.59589 -1.05799 -0.2 0.3 -0.1
C -2.67510 -2.15699 2.60812 0.0 0.0 0.0
C -2.26045 -3.26489 -1.56705 0.0 0.1 0.0
C 1.54419 -1.02098 -1.22828 0.1 -0.1 0.0
C -4.56140 -1.76577 1.18782 0.1 0.0 0.0
C -2.22096 0.58933 -0.94761 0.0 0.1 -0.1
C -1.07703 -0.50549 0.63192 0.0 0.0 0.0
C -0.14082 -4.59999 -0.39827 0.0 0.0 0.0
C -0.63073 -3.43684 0.17728 0.0 0.0 0.0
H -3.74546 -0.77911 -1.23812 0.0 0.1 0.0
H -3.02038 5.96713 0.97955 0.0 0.0 0.0
H 4.97933 2.27031 -2.55333 0.0 0.0 0.0
H 6.05356 2.25931 0.31021 0.0 0.0 0.0
H 3.06642 1.33429 3.05837 0.0 0.0 0.0
H 2.89932 -1.47331 1.71368 0.0 0.0 0.0
H 4.51347 2.58369 1.12031 0.0 0.0 0.0
H 4.00314 -0.96969 0.41025 0.0 -0.1 0.0
H -0.76367 4.48496 -2.37826 0.0 -0.1 0.0
H 1.81026 2.13655 2.09466 0.0 0.0 0.0
H -1.31862 4.16833 1.61416 0.0 0.0 0.0
H -0.32672 -6.01107 -2.00605 0.0 0.0 0.0
H 0.69033 -5.11768 0.06466 0.0 0.0 0.0
H 2.27038 1.82175 -2.90667 0.0 0.0 0.0
H -0.17804 -3.05255 1.07942 0.0 0.0 0.0
H -4.98961 -1.49136 0.23260 0.0 0.0 0.0
H 4.41229 0.58400 -2.53833 0.0 0.0 0.0
H 1.97656 0.21582 -3.59774 0.0 0.0 0.0
H 1.58614 -1.24794 -0.16680 -0.1 0.0 0.0
H 0.68001 1.05625 -2.71771 0.0 0.0 0.0
H 4.96554 3.51689 -0.31500 0.0 0.0 0.0
H 4.32710 -0.48726 2.08211 0.0 0.0 0.0
H -3.08657 -2.75032 -2.04021 0.0 0.0 0.0
H -6.48713 -2.06332 2.07224 0.0 0.0 0.0
H 2.00429 -1.83852 -1.79061 0.0 0.0 0.0
H -1.60714 -2.17003 2.76704 0.0 0.0 0.0
H -5.57146 -2.70939 4.27903 0.0 0.0 0.0
H -2.23633 -4.82152 -3.03653 0.0 0.0 0.0
H -3.11899 -2.75915 4.61252 0.0 0.0 0.0
H 1.48166 0.55283 2.80852 -0.1 -0.1 0.0
H 0.48960 -0.95986 -1.51058 0.1 0.0 0.0
H 5.98995 0.99188 -1.85372 0.0 0.0 0.0
```
Positions in Å, forces in eV/Å.